Entry 1:
Below is a cluster of 3 separate species, C2H12N2O2 in total at a distorted geometry, with properties calculated with the ωB97M-V functional and the def2-TZVPD basis.

Values from the calculation:
E	-9342.8372	eV
energy relative to the best compared isomer or geometry (same formula, charge and spin)	1.366	eV
SMILES	CNCN.O.O
HOMO-LUMO gap	0.321	Eh

Element x y z (Å)
C  0.96  -2.05  -1.85
N  0.14  -0.88  -1.95
C  0.72  0.47  -1.71
N  0.48  1.09  -0.43
H  0.46  -2.85  -2.40
H  1.18  -2.44  -0.84
H  1.96  -1.79  -2.20
H  -0.78  -0.85  -1.51
H  1.77  0.46  -2.02
H  0.13  1.02  -2.46
H  0.22  0.46  0.32
H  -0.15  1.88  -0.40
H  0.04  1.36  3.78
H  0.84  0.30  3.22
O  0.26  1.01  2.92
H  -2.27  0.57  2.01
H  -3.13  1.58  2.74
O  -2.85  0.67  2.78

Listed below, in e, are the natural (NBO) charges computed for each atom: -0.41, -0.65, -0.05, -0.87, 0.20, 0.16, 0.20, 0.36, 0.17, 0.17, 0.36, 0.37, 0.47, 0.47, -0.93, 0.47, 0.46, -0.94

***

Entry 2:
Below is an isolated molecule of C5H7P at a distorted geometry, with properties calculated with the ωB97M-V functional and the def2-TZVPD basis.

Values from the calculation:
E	-14583.5639	eV
energy relative to the best compared isomer or geometry (same formula, charge and spin)	2.134	eV
SMILES	C#P1C=CCC1
HOMO-LUMO gap	0.326	Eh

Element x y z (Å)
C  1.71  1.77  -1.76
C  0.97  -1.15  -0.40
C  -1.03  -0.18  0.53
C  -0.14  1.06  0.47
C  -0.19  -1.38  0.20
P  1.21  0.63  -0.70
H  1.66  -1.89  -0.75
H  2.45  1.39  -2.46
H  -1.52  -0.29  1.50
H  -1.83  -0.11  -0.22
H  -0.66  1.97  0.16
H  0.31  1.25  1.45
H  -0.57  -2.36  0.43

Listed below, in e, are the natural (NBO) charges computed for each atom: -0.78, -0.55, -0.45, -0.72, -0.12, 1.04, 0.24, 0.18, 0.22, 0.23, 0.26, 0.24, 0.22

***

Entry 3:
Below is an isolated molecule of C4H9FN2 at a distorted geometry, with properties calculated with the ωB97M-V functional and the def2-TZVPD basis.

Values from the calculation:
E	-9988.0977	eV
energy relative to the best compared isomer or geometry (same formula, charge and spin)	3.666	eV
SMILES	N[C@@H]1C[C@@H](N)C1F
HOMO-LUMO gap	0.382	Eh

Element x y z (Å)
C  -0.62  0.18  0.92
C  0.52  0.96  0.42
C  0.64  -0.10  -0.72
C  -0.13  -1.01  0.25
H  -2.18  0.25  -0.62
H  -2.83  -0.02  1.18
H  -0.62  0.29  2.08
H  0.50  2.04  0.12
H  1.30  0.74  1.03
H  0.00  0.30  -1.49
H  1.82  -0.79  -2.04
H  2.57  0.60  -1.13
H  0.41  -1.89  0.77
N  -2.06  0.61  0.50
N  2.01  -0.40  -1.05
F  -1.34  -1.74  -0.23

Listed below, in e, are the natural (NBO) charges computed for each atom: -0.10, -0.42, -0.09, 0.16, 0.37, 0.38, 0.20, 0.22, 0.20, 0.19, 0.36, 0.37, 0.22, -0.84, -0.82, -0.42

***

Entry 4:
Below is an isolated molecule of C4H6N2 at a distorted geometry, with properties calculated with the ωB97M-V functional and the def2-TZVPD basis.

Values from the calculation:
E	-7221.4334	eV
energy relative to the best compared isomer or geometry (same formula, charge and spin)	4.158	eV
HOMO-LUMO gap	0.287	Eh

Element x y z (Å)
C  -1.79  -0.23  -0.24
C  -0.42  -0.18  -0.32
C  0.73  -0.96  -0.42
C  1.78  -0.26  0.21
N  1.48  0.91  0.75
N  0.07  1.04  0.41
H  -2.36  0.65  -0.53
H  -2.30  -1.18  -0.29
H  -0.73  0.80  1.07
H  0.77  -1.95  -0.86
H  2.82  -0.59  0.28
H  -0.06  1.94  -0.04

Listed below, in e, are the natural (NBO) charges computed for each atom: -0.72, 0.19, -0.48, 0.09, -0.37, -0.48, 0.21, 0.22, 0.48, 0.24, 0.21, 0.42

***

Entry 5:
Below is a structure of composition CH5NO3 at a distorted geometry, with properties calculated with the ωB97M-V functional and the def2-TZVPD basis.

Values from the calculation:
E	-8742.4186	eV
energy relative to the best compared isomer or geometry (same formula, charge and spin)	9.405	eV
HOMO-LUMO gap (spin up / spin down)	0.303 / 0.303	Eh

Element x y z (Å)
C  0.63  -0.81  -0.19
O  1.55  0.05  -0.64
H  1.11  0.70  -1.22
H  0.09  -1.41  -0.93
H  0.92  -1.34  0.71
H  -0.07  0.34  1.05
N  -0.96  0.36  0.08
O  -2.00  -0.26  0.28
O  -0.78  1.25  -0.77
H  -0.49  1.13  1.62

Listed below, in e, are the natural (NBO) charges computed for each atom: 0.07, -0.65, 0.52, 0.18, 0.20, 0.17, 0.36, -0.39, -0.46, 0.01